--- 1 ---
This record from the OMol25 dataset describes 10 unconnected molecules or ions with the total composition C40H70N10. The level of theory is ωB97M-V with the def2-TZVPD basis set.

Positions of all 120 atoms, in Å:
1 C 8.28630 -5.37114 16.78154
2 C 7.56717 -4.58294 15.70259
3 C 6.04891 -4.73475 15.72053
4 C 5.51928 -6.10101 15.91834
5 N 5.00841 -7.16802 16.07581
6 H 7.99472 -4.99654 17.76274
7 H 9.35661 -5.22005 16.64116
8 H 8.07350 -6.43972 16.75054
9 H 7.88377 -4.88407 14.70401
10 H 7.79395 -3.52151 15.80280
11 H 5.72364 -4.43683 14.72376
12 H 5.61140 -4.05830 16.45475
13 C 1.37474 -1.83602 8.34996
14 C 2.39362 -0.95119 9.18189
15 C 2.52534 -1.43165 10.62155
16 C 3.04066 -2.84204 10.73438
17 N 3.38428 -3.95194 10.76971
18 H 1.10521 -1.39592 7.38987
19 H 0.40562 -1.88028 8.84691
20 H 1.81234 -2.81763 8.16814
21 H 1.91920 0.02450 9.07682
22 H 3.39060 -0.82093 8.76100
23 H 1.58361 -1.41001 11.16998
24 H 3.22312 -0.83424 11.20834
25 C 3.32175 -10.89656 10.99132
26 C 3.83969 -9.67977 11.80725
27 C 5.40152 -9.53381 11.82601
28 C 6.04577 -10.64670 12.53190
29 N 6.59885 -11.52346 13.00751
30 H 2.23575 -10.91000 11.08357
31 H 3.69122 -11.85840 11.34697
32 H 3.55586 -10.90704 9.92681
33 H 3.46794 -9.88299 12.81153
34 H 3.44353 -8.72775 11.45394
35 H 5.78723 -8.62731 12.29245
36 H 5.81058 -9.53957 10.81570
37 C 8.34641 -2.37152 11.12410
38 C 9.76336 -2.10882 10.48838
39 C 11.03216 -2.58966 11.25918
40 C 10.99885 -2.31711 12.68742
41 N 11.04025 -2.07210 13.78926
42 H 8.21481 -3.42470 11.37230
43 H 7.51596 -2.01455 10.51499
44 H 8.21213 -1.75116 12.01023
45 H 9.80103 -1.02437 10.38530
46 H 9.86886 -2.48354 9.47026
47 H 11.88186 -2.10849 10.77483
48 H 11.15650 -3.67121 11.20534
49 C 2.70111 2.36402 18.64691
50 C 3.83282 1.33134 18.82860
51 C 3.53021 -0.12414 18.43982
52 C 2.87692 -0.25396 17.15277
53 N 2.31608 -0.33770 16.14468
54 H 2.45848 2.57336 17.60508
55 H 3.00444 3.30177 19.11243
56 H 1.74889 2.07605 19.09237
57 H 4.24597 1.32091 19.83721
58 H 4.73744 1.61386 18.29013
59 H 2.83968 -0.66478 19.08710
60 H 4.41473 -0.76104 18.43047
61 C -3.72091 -3.37047 7.07480
62 C -3.86556 -2.07601 6.15036
63 C -4.57856 -0.93845 6.90284
64 C -4.08877 -0.64592 8.28632
65 N -3.71004 -0.43124 9.36584
66 H -3.14922 -4.16722 6.59893
67 H -4.69328 -3.84993 7.18755
68 H -3.16736 -3.19121 7.99650
69 H -4.40306 -2.32220 5.23462
70 H -2.89535 -1.70678 5.81802
71 H -5.61630 -1.24246 7.03984
72 H -4.49624 0.01377 6.37881
73 C -0.90630 -2.85194 1.69734
74 C -0.61381 -4.15237 0.91369
75 C 0.64215 -4.88124 1.45311
76 C 0.69811 -4.97429 2.92367
77 N 0.77443 -5.00734 4.06961
78 H -0.00410 -2.24326 1.63696
79 H -1.24207 -3.03190 2.71860
80 H -1.72224 -2.37507 1.15425
81 H -0.59909 -4.03765 -0.17015
82 H -1.48637 -4.79812 1.01240
83 H 1.55592 -4.41192 1.08860
84 H 0.75738 -5.90118 1.08629
85 C -1.66495 -4.09056 14.62120
86 C -0.39943 -4.62889 13.92269
87 C -0.03039 -6.07526 14.22780
88 C -0.87884 -7.05602 13.55937
89 N -1.52126 -7.80200 13.00729
90 H -1.82086 -3.02248 14.46947
91 H -1.61882 -4.08923 15.71022
92 H -2.58359 -4.53941 14.24339
93 H 0.47329 -4.00512 14.11601
94 H -0.56918 -4.45310 12.86043
95 H -0.02616 -6.22559 15.30737
96 H 1.00774 -6.28424 13.96947
97 C 1.70523 6.07524 13.59514
98 C 1.54034 4.53347 13.71087
99 C 2.84744 3.72685 13.65287
100 C 3.69370 3.96761 12.51589
101 N 4.33097 4.12824 11.60757
102 H 2.22395 6.58414 14.40757
103 H 0.73793 6.57718 13.61757
104 H 2.09439 6.46656 12.65518
105 H 0.90842 4.16077 12.90472
106 H 0.94037 4.27409 14.58313
107 H 2.60075 2.66515 13.65946
108 H 3.41814 3.92136 14.56092
109 C 0.81615 5.71906 7.32994
110 C 0.61238 4.85413 8.62920
111 C -0.57133 3.88701 8.42935
112 C -1.83166 4.38665 7.92451
113 N -2.84724 4.85307 7.54120
114 H 1.08157 5.04651 6.51426
115 H 1.77351 6.23041 7.43039
116 H -0.06343 6.35401 7.22377
117 H 0.26971 5.51581 9.42471
118 H 1.48146 4.34867 9.05026
119 H -0.75081 3.39182 9.38364
120 H -0.16805 3.10458 7.78649

Structure (SMILES): CCCC#N.CCCC#N.CCCC#N.CCCC#N.CCCC#N.CCCC#N.CCCC#N.CCCC#N.CCCC#N.CCCC#N
Charge: 0
Kohn-Sham gap in eV: 11.17
E_HOMO in eV: -11.14

--- 2 ---
This record from the OMol25 dataset describes 10 unconnected molecules or ions with the total composition C40H70N10. The level of theory is ωB97M-V with the def2-TZVPD basis set.

Positions of all 120 atoms, in Å:
1 C -21.60150 -8.19458 10.98769
2 C -21.57159 -8.85344 9.67726
3 C -20.92387 -10.24047 9.59537
4 C -21.58357 -11.36013 10.36265
5 N -22.09512 -12.22633 10.89513
6 H -21.85960 -8.91498 11.76390
7 H -22.35999 -7.42972 11.15435
8 H -20.66371 -7.70804 11.25590
9 H -21.01749 -8.18894 9.01430
10 H -22.62200 -8.88788 9.38820
11 H -19.91232 -10.06764 9.96281
12 H -20.83215 -10.53451 8.54980
13 C -21.22586 -18.06096 17.03122
14 C -21.27899 -17.43117 18.43033
15 C -20.88700 -15.88646 18.41009
16 C -19.46966 -15.80803 18.51902
17 N -18.29811 -15.78687 18.51420
18 H -20.21663 -18.30369 16.69860
19 H -21.82067 -17.67503 16.20335
20 H -21.80230 -18.98061 16.93095
21 H -20.54688 -18.02078 18.98212
22 H -22.25139 -17.67313 18.85928
23 H -21.38347 -15.50260 19.30130
24 H -21.23600 -15.42369 17.48698
25 C -15.37165 -14.42481 16.22852
26 C -14.94414 -13.49669 15.08616
27 C -13.48591 -13.95287 14.62139
28 C -12.90102 -13.18963 13.46642
29 N -12.29804 -12.58966 12.70379
30 H -16.44948 -14.41845 16.39087
31 H -15.01739 -14.24348 17.24327
32 H -15.18795 -15.43034 15.85002
33 H -14.87842 -12.42686 15.28424
34 H -15.67372 -13.64080 14.28926
35 H -13.35723 -14.99685 14.33565
36 H -12.80148 -13.75816 15.44707
37 C -25.79048 -14.59396 18.06549
38 C -24.90900 -13.75473 18.78141
39 C -25.49443 -12.45706 19.42806
40 C -26.80473 -12.46687 20.08260
41 N -27.84018 -12.51441 20.58908
42 H -25.20489 -15.41622 17.65433
43 H -26.21432 -14.02512 17.23791
44 H -26.63561 -14.89171 18.68613
45 H -24.01653 -13.59563 18.17620
46 H -24.57454 -14.38824 19.60294
47 H -25.58775 -11.68918 18.66011
48 H -24.86427 -12.06171 20.22473
49 C -14.94445 -11.89902 8.89739
50 C -15.09878 -12.99855 9.98263
51 C -15.51242 -12.48222 11.37969
52 C -16.88092 -12.09267 11.40184
53 N -17.99857 -11.78871 11.46999
54 H -13.95142 -11.45975 8.99240
55 H -15.71556 -11.13679 9.00916
56 H -14.97410 -12.11788 7.83000
57 H -14.13442 -13.50660 9.98575
58 H -15.87862 -13.68216 9.64703
59 H -14.96056 -11.60924 11.72820
60 H -15.37431 -13.25704 12.13380
61 C -20.30264 -10.27973 23.22672
62 C -20.96901 -10.47040 21.89314
63 C -21.87596 -11.65114 21.67675
64 C -21.61117 -12.29120 20.40253
65 N -21.37154 -12.75766 19.38587
66 H -21.09640 -10.07227 23.94437
67 H -19.70562 -9.37080 23.30105
68 H -19.68274 -11.11830 23.54393
69 H -20.15806 -10.57405 21.17223
70 H -21.51734 -9.56869 21.62044
71 H -22.95332 -11.48720 21.65415
72 H -21.82228 -12.39270 22.47380
73 C -24.19335 -14.42646 12.96504
74 C -25.07532 -14.56340 11.75977
75 C -26.17550 -15.63232 12.14253
76 C -26.87824 -15.50121 13.39024
77 N -27.44442 -15.33345 14.40561
78 H -23.58643 -15.33171 12.98177
79 H -24.89237 -14.27609 13.78776
80 H -23.37877 -13.70359 12.92009
81 H -24.52113 -14.89640 10.88222
82 H -25.35223 -13.53095 11.54656
83 H -25.73645 -16.62997 12.13769
84 H -26.92442 -15.59035 11.35167
85 C -16.80823 -11.22688 20.78835
86 C -16.69857 -12.02293 19.47549
87 C -18.04464 -12.18277 18.71315
88 C -18.76986 -10.94405 18.64809
89 N -19.37860 -9.96911 18.59212
90 H -15.78999 -11.08924 21.15213
91 H -17.44262 -11.78144 21.47981
92 H -17.26734 -10.24361 20.89075
93 H -16.37368 -13.03098 19.73313
94 H -15.92747 -11.58009 18.84509
95 H -18.62794 -12.77701 19.41653
96 H -17.86263 -12.62740 17.73475
97 C -21.58632 -12.78148 15.68629
98 C -21.45884 -11.66220 14.68248
99 C -20.16219 -11.62446 13.85355
100 C -18.85798 -11.88191 14.59389
101 N -17.85490 -12.07252 15.19878
102 H -22.61263 -12.93700 16.01886
103 H -20.93143 -12.63110 16.54454
104 H -21.31562 -13.73080 15.22411
105 H -21.59174 -10.70432 15.18538
106 H -22.17041 -11.72782 13.85941
107 H -20.13246 -10.70297 13.27212
108 H -20.29107 -12.29270 13.00211
109 C -25.41546 -11.36806 14.74464
110 C -24.81276 -9.97260 14.89067
111 C -25.60648 -8.95525 13.91522
112 C -25.18774 -8.88866 12.54801
113 N -24.81775 -8.90897 11.39452
114 H -26.38468 -11.52951 15.21651
115 H -24.74916 -12.08871 15.21878
116 H -25.45682 -11.67809 13.70048
117 H -23.77123 -10.00896 14.57129
118 H -24.72887 -9.70473 15.94390
119 H -25.61281 -7.91040 14.22561
120 H -26.63911 -9.26361 13.75183

Structure (SMILES): CCCC#N.CCCC#N.CCCC#N.CCCC#N.CCCC#N.CCCC#N.CCCC#N.CCCC#N.CCCC#N.CCCC#N
Charge: 0
Kohn-Sham gap in eV: 11.34
E_HOMO in eV: -10.98

--- 3 ---
This record from the OMol25 dataset describes 10 unconnected molecules or ions with the total composition C40H70N10. The level of theory is ωB97M-V with the def2-TZVPD basis set.

Positions of all 120 atoms, in Å:
1 C 29.80564 18.84727 -28.29281
2 C 30.85343 19.45270 -27.34962
3 C 31.34230 18.48840 -26.23027
4 C 30.23021 17.91693 -25.44710
5 N 29.36167 17.49068 -24.79715
6 H 29.42967 19.59874 -28.98709
7 H 28.97616 18.48078 -27.68803
8 H 30.22658 18.00356 -28.83969
9 H 30.49778 20.36084 -26.86291
10 H 31.73448 19.77765 -27.90303
11 H 32.00225 19.07286 -25.58919
12 H 31.91564 17.65056 -26.62703
13 C 30.79372 17.88146 -31.66975
14 C 31.24245 19.09450 -32.52759
15 C 30.13402 19.56784 -33.46960
16 C 29.78732 18.63365 -34.49864
17 N 29.51863 17.90790 -35.34301
18 H 29.86624 17.99235 -31.10797
19 H 31.53469 17.63393 -30.90963
20 H 30.68274 17.08200 -32.40231
21 H 32.12228 18.81651 -33.10787
22 H 31.44723 19.92418 -31.85097
23 H 30.32637 20.53640 -33.93110
24 H 29.24289 19.61481 -32.84368
25 C 20.77282 21.96225 -33.99170
26 C 21.87769 20.93694 -34.14068
27 C 23.32216 21.40200 -33.94316
28 C 23.68629 22.59792 -34.72230
29 N 23.92782 23.51662 -35.33765
30 H 19.83151 21.58099 -34.38749
31 H 21.08351 22.90875 -34.43412
32 H 20.60521 22.15970 -32.93292
33 H 21.75373 20.63562 -35.18083
34 H 21.74692 20.01977 -33.56638
35 H 24.04165 20.63054 -34.21758
36 H 23.48661 21.61646 -32.88720
37 C 26.47156 16.20274 -35.37096
38 C 25.41435 15.10451 -35.29732
39 C 23.97081 15.63315 -35.57144
40 C 23.54992 16.70102 -34.63578
41 N 23.14601 17.50699 -33.89600
42 H 27.42340 15.89243 -34.93991
43 H 26.12804 17.02615 -34.74480
44 H 26.69710 16.68444 -36.32237
45 H 25.49475 14.58506 -34.34244
46 H 25.51809 14.33373 -36.06103
47 H 23.23122 14.83252 -35.58088
48 H 23.84608 16.05847 -36.56726
49 C 26.96006 15.36023 -26.31606
50 C 25.85006 14.33078 -26.18666
51 C 26.23727 12.87460 -26.45414
52 C 27.56724 12.47323 -25.90395
53 N 28.53209 12.12215 -25.40819
54 H 27.82000 15.17598 -25.67214
55 H 26.61928 16.37348 -26.10321
56 H 27.37693 15.27174 -27.31929
57 H 24.96732 14.58287 -26.77430
58 H 25.50012 14.34844 -25.15452
59 H 26.30154 12.74190 -27.53412
60 H 25.48749 12.19962 -26.04144
61 C 30.03950 14.76505 -29.24646
62 C 30.41613 14.64238 -27.73222
63 C 31.95646 14.44800 -27.58879
64 C 32.52378 13.37339 -28.36315
65 N 33.04083 12.53706 -28.95360
66 H 30.12457 13.82759 -29.79604
67 H 30.55986 15.49267 -29.86927
68 H 28.99401 15.03280 -29.39928
69 H 29.87158 13.83921 -27.23573
70 H 30.11842 15.45824 -27.07356
71 H 32.20214 14.25911 -26.54377
72 H 32.52703 15.33601 -27.86081
73 C 22.75301 20.23151 -28.15254
74 C 23.13687 20.05421 -26.68871
75 C 22.75177 21.25151 -25.85293
76 C 23.36698 22.56374 -26.24322
77 N 23.88557 23.60976 -26.46590
78 H 21.70695 20.48511 -28.32442
79 H 22.93233 19.32172 -28.72546
80 H 23.31624 21.04377 -28.61198
81 H 24.19811 19.80728 -26.65896
82 H 22.56108 19.18124 -26.38134
83 H 23.15465 21.12359 -24.84823
84 H 21.67897 21.44355 -25.83564
85 C 22.93497 14.53453 -28.97162
86 C 23.47945 15.34863 -30.18128
87 C 22.70197 16.69773 -30.27161
88 C 21.23235 16.52802 -30.61789
89 N 20.11088 16.40824 -30.85801
90 H 23.54451 13.65066 -28.78366
91 H 21.89720 14.27423 -29.17987
92 H 23.02208 15.11705 -28.05446
93 H 23.46888 14.67855 -31.04090
94 H 24.55318 15.49537 -30.06437
95 H 23.17174 17.24855 -31.08648
96 H 22.83040 17.34050 -29.40073
97 C 26.81856 17.48046 -30.25516
98 C 26.58303 17.44123 -31.78067
99 C 26.12612 18.82117 -32.34522
100 C 25.01207 19.41874 -31.61777
101 N 24.15339 19.88060 -31.02497
102 H 25.91503 17.64773 -29.66885
103 H 27.56237 18.25109 -30.05278
104 H 27.28442 16.59961 -29.81334
105 H 25.85594 16.66806 -32.02891
106 H 27.48701 17.12881 -32.30345
107 H 25.81315 18.87964 -33.38769
108 H 26.99977 19.46866 -32.27054
109 C 29.41607 21.05647 -39.79072
110 C 28.45104 21.22645 -38.54628
111 C 28.80987 20.42191 -37.26246
112 C 27.72431 20.52066 -36.21496
113 N 26.84485 20.62747 -35.47000
114 H 29.41065 20.02729 -40.14968
115 H 30.43672 21.24500 -39.45776
116 H 29.11257 21.67650 -40.63425
117 H 27.42302 21.00435 -38.83252
118 H 28.42661 22.29620 -38.33857
119 H 29.75206 20.77426 -36.84266
120 H 29.00457 19.37802 -37.50841

Structure (SMILES): CCCC#N.CCCC#N.CCCC#N.CCCC#N.CCCC#N.CCCC#N.CCCC#N.CCCC#N.CCCC#N.CCCC#N
Charge: 0
Kohn-Sham gap in eV: 10.86
E_HOMO in eV: -10.85

Stability ranking, top and bottom: 3 is the most stable and 2 is the least stable.

--- 1 ---
This record from the OMol25 dataset describes 3 unconnected molecules or ions with the total composition H5O2S. The level of theory is ωB97M-V with the def2-TZVPD basis set.

Positions of all 8 atoms, in Å:
1 S -0.57565 0.14612 1.22092
2 H 0.60614 0.79536 1.46575
3 H -1.98599 1.05413 -1.65184
4 H -1.36038 1.97840 -0.73426
5 O -1.60325 1.95206 -1.67516
6 H 2.09184 -1.95938 -0.13599
7 H 1.03705 -1.67129 0.80765
8 O 1.79023 -2.29539 0.70292

Charge: -1
Kohn-Sham gap in eV: 7.62
E_HOMO in eV: -3.28

--- 2 ---
This record from the OMol25 dataset describes 3 unconnected molecules or ions with the total composition H5O2S. The level of theory is ωB97M-V with the def2-TZVPD basis set.

Positions of all 8 atoms, in Å:
1 S 0.40425 -0.66429 0.58609
2 H -0.56218 0.25644 0.74798
3 H -1.26605 -2.20683 -0.09382
4 H -1.44851 -2.03667 -1.54317
5 O -1.75195 -2.62575 -0.84011
6 H 1.50288 3.11224 0.76696
7 H 1.39448 1.64591 0.33107
8 O 1.72708 2.51894 0.04501

Charge: -1
Kohn-Sham gap in eV: 7.36
E_HOMO in eV: -3.29

Stability ranking, top and bottom: 2 is the most stable and 1 is the least stable.